# 1
Here is a 2-piece molecular cluster, C2HF4P overall from OMol25. Energies are from wB97M-V/def2-TZVPD.

Computed properties:
HOMO level, eV: -10.9
Energy, eV: -22245.549
Energy relative to the best compared isomer or geometry (same formula, charge and spin), eV: 3.460

Structure (ORCA input):
```
! wB97M-V def2-TZVPD RIJCOSX def2/J DEFGRID3
* xyz 0 1
F 0.398 0.586 -2.374
F -1.179 -0.317 -1.169
P 0.715 0.916 0.255
F 0.643 -1.374 -1.371
H -1.066 -0.479 1.692
F 0.555 0.773 2.854
C 0.117 -0.157 -1.248
C -0.185 0.052 1.361
*
```

=====

# 2
Here is C24H30MoNO5S as an isolated structure from OMol25. Energies are from wB97M-V/def2-TZVPD.

Computed properties:
HOMO level (alpha / beta), eV: -1.1 / -1.0
Energy, eV: -49788.462
Energy relative to the best compared isomer or geometry (same formula, charge and spin), eV: 3.492

Structure (ORCA input):
```
! wB97M-V def2-TZVPD RIJCOSX def2/J DEFGRID3
* xyz -1 3
C 2.337 3.438 0.314
C 1.406 4.524 0.379
O -1.150 -4.966 -1.897
H -3.223 0.519 -1.312
O 0.663 0.867 1.082
C 0.078 -1.561 0.352
H 0.274 -2.327 -5.695
H 1.976 -0.577 0.797
C 0.529 -1.741 -1.089
H -1.821 -2.186 1.210
H 3.363 3.464 0.641
H 0.802 -6.061 -3.054
H -1.500 0.328 -1.541
H -3.747 0.002 1.854
C 1.734 2.382 -0.440
H 2.620 0.880 2.294
H 2.369 -5.848 -2.191
C 0.826 1.469 3.596
C 2.590 2.945 3.158
C -2.396 -0.417 0.346
H 1.495 -2.251 -1.191
C 2.069 1.651 2.828
C 0.646 2.650 4.364
H -2.353 -3.326 -0.741
C -1.534 -1.608 0.314
C 0.927 -0.549 1.148
C -2.265 0.544 -0.781
C 0.425 2.814 -0.847
O -0.849 -1.106 -3.629
H 1.620 5.506 0.790
H -2.138 -0.313 2.518
C -0.582 -2.610 -1.750
H -0.639 4.759 -0.532
H 0.907 -6.409 -1.301
S -1.959 5.804 3.817
H 0.235 0.552 3.672
C -1.877 -2.378 -0.995
H -0.245 2.269 -1.495
H 1.970 4.428 4.698
H -2.486 1.254 1.820
C 1.285 -5.780 -2.112
C -0.564 -2.983 -5.432
H 0.912 -0.845 2.216
H -2.109 1.602 -0.496
C -0.670 -2.248 -3.228
C 1.739 3.527 4.126
Mo 0.530 2.650 1.437
C -2.675 0.173 1.688
C -1.232 4.745 2.906
C 0.224 4.135 -0.328
O 1.022 -4.398 -1.836
H 3.537 3.347 2.786
H -0.471 -3.939 -5.946
H 0.563 -0.767 -1.578
N -0.733 3.899 2.223
H 2.234 1.470 -0.742
H -0.139 2.790 5.113
H 0.345 -2.503 0.864
H -1.505 -2.491 -5.704
C -0.280 -4.108 -1.820
O -0.536 -3.305 -4.041
H -2.570 -1.786 -1.608
*
```

=====

# 3
Here is a 8-piece molecular cluster, C8H32O8 overall from OMol25. Energies are from wB97M-V/def2-TZVPD.

Computed properties:
HOMO level, eV: -9.6
Energy, eV: -25191.170
Energy relative to the best compared isomer or geometry (same formula, charge and spin), eV: 3.628

Structure (ORCA input):
```
! wB97M-V def2-TZVPD RIJCOSX def2/J DEFGRID3
* xyz 0 1
H 3.243 2.498 0.971
C -1.676 -3.119 -1.231
H -0.243 -5.114 2.775
H -2.321 1.245 -2.999
H -3.947 -0.662 -1.724
C -0.945 -0.888 3.304
O 0.116 0.853 0.728
C 1.776 0.912 -3.751
O -3.353 -0.412 -2.437
O -1.598 0.295 2.909
C 2.000 3.407 2.219
H -1.304 -1.217 4.280
H 2.141 4.441 1.897
H 2.447 1.494 -4.383
H -1.137 -1.721 2.617
H 0.944 3.285 2.447
H 1.285 4.526 -2.573
H -0.400 -3.817 0.055
H 0.166 -0.187 -1.061
H 0.948 2.783 -1.278
H 1.104 1.549 -3.181
O 0.368 4.546 -2.293
H 0.169 -1.169 0.432
O 0.984 0.080 -4.606
C 0.549 -0.261 -0.041
O -1.318 -3.535 0.084
H -1.070 -2.261 -1.536
H 2.606 3.184 3.094
H -1.500 -3.909 -1.968
H 0.144 -0.785 3.416
H 1.114 -3.365 4.542
H 0.852 1.472 0.838
H 0.572 -3.655 2.241
O 2.296 2.526 1.129
H 1.640 -0.335 -0.042
H 2.384 0.329 -3.055
H -1.229 0.509 2.041
C 0.584 -4.446 3.003
H -0.028 3.960 -0.345
H -3.480 1.537 -1.713
H -1.956 0.711 -1.337
H 1.535 -4.980 2.943
H -0.715 2.922 -1.608
H -2.723 -2.842 -1.256
C 0.153 3.530 -1.330
H 1.206 -0.835 -4.424
O 0.360 -3.905 4.293
C -2.742 0.823 -2.088
*
```

=====

| no. | largest force on an atom (Eh/bohr) |
| --- | --- |
| 1 | 0.0943 |
| 2 | 0.1064 |
| 3 | 0.0155 |